No. 1
C4H6N2O | the ωB97M-V functional and the def2-TZVPD basis

Geometry as ORCA input:
```
! RIJCOSX wB97M-V def2-TZVPD def2/J DEFGRID3
* xyz 0 1
C -2.34602 0.10321 -0.07103
C -0.85304 0.09799 -0.25990
C 0.22188 0.39911 0.64502
C 1.31216 -0.06767 -0.00398
N 2.57671 -0.23541 0.56136
O 1.00117 -0.46994 -1.24160
N -0.37888 -0.39385 -1.37729
H -2.82182 -0.47073 -0.87383
H -2.63797 -0.35359 0.88313
H -2.74380 1.11951 -0.08711
H 0.58134 1.30976 1.08600
H 3.34427 0.19247 0.06478
H 2.74402 -1.23086 0.67446
*
```

Results
* SMILES: Cc1cc(N)on1
* Kohn-Sham gap: 10.32 eV

***

No. 2
C5H19N2O5 | the ωB97M-V functional and the def2-TZVPD basis

Geometry as ORCA input:
```
! RIJCOSX wB97M-V def2-TZVPD def2/J DEFGRID3
* xyz -1 1
C 1.66668 0.89195 0.99508
O 1.17438 -0.40000 0.81520
C 1.12031 1.91313 -0.03582
C -0.29382 2.54210 0.12661
C -1.35250 1.41215 0.41962
N -1.12946 -0.25500 -2.76805
C -1.64913 0.22162 -1.69968
N -1.16460 0.24882 -0.39838
H 2.76513 0.81589 0.82884
H 1.44043 1.13668 2.07050
H 1.93693 2.66218 -0.15693
H 1.20083 1.57044 -1.07218
H -0.32526 3.26450 0.95702
H -0.57975 2.98762 -0.81167
H -1.15509 1.10627 1.46426
H -2.34881 1.86254 0.31108
H -0.14760 -0.47964 -2.62806
H -2.67124 0.51888 -1.78769
H -0.30646 -0.25520 -0.16560
H 1.23848 -2.27404 1.19923
H 1.01403 -2.68634 -0.10983
O 0.79930 -3.05809 0.77904
H 2.40827 -0.95955 -1.83135
H 1.45457 -0.95685 -0.67812
O 1.51993 -1.28660 -1.63852
H 0.52194 -0.74116 2.66289
H -0.78593 -1.21210 2.31402
O -0.33127 -0.91862 3.10499
H -2.62678 -2.16286 -0.95742
H -1.25594 -2.56320 -0.65405
O -2.13756 -2.94553 -0.65504
*
```

Results
* Kohn-Sham gap: 8.61 eV

***

No. 3
C24H29N3O4S | the ωB97M-V functional and the def2-TZVPD basis

Geometry as ORCA input:
```
! RIJCOSX wB97M-V def2-TZVPD def2/J DEFGRID3
* xyz 0 1
C 1.55103 2.56853 -2.99249
C 1.71130 2.29773 -1.52206
O 2.70081 2.66241 -0.90586
N 0.70420 1.65469 -0.87050
C -0.50525 1.12953 -1.33126
C -0.85336 0.67215 -2.59316
C -2.13152 0.15988 -2.77843
C -3.02766 0.10601 -1.73123
S -4.64890 -0.62158 -1.99277
O -5.54980 -0.03391 -1.04563
O -4.94625 -0.53265 -3.39262
N -4.53571 -2.22904 -1.62317
C -4.45884 -2.61689 -0.23560
C -3.02071 -2.86304 0.22598
C -2.34224 -3.86390 -0.70675
C -2.39503 -3.34522 -2.14239
C -3.84975 -3.09744 -2.54746
C -2.68470 0.54835 -0.46296
C -1.41638 1.04470 -0.26789
C -0.77390 1.52063 0.99659
C 0.70083 1.63093 0.60040
C 1.49541 0.40087 1.10877
O 0.95258 -0.53546 1.65998
N 2.80545 0.48816 0.85774
C 3.75848 -0.51584 1.29036
C 4.61675 0.01503 2.40868
C 5.95641 0.31295 2.21307
C 6.72064 0.82384 3.24783
C 6.16270 1.05616 4.49703
C 6.97900 1.62528 5.61714
C 4.81608 0.76321 4.68622
C 4.05225 0.24948 3.65715
H 0.53509 2.86941 -3.23291
H 2.24557 3.36101 -3.26152
H 1.81411 1.68170 -3.56570
H -0.16344 0.67545 -3.41852
H -2.44734 -0.19714 -3.74569
H -4.93766 -1.82209 0.33639
H -5.04416 -3.53604 -0.11144
H -2.45885 -1.92743 0.21880
H -3.03163 -3.24375 1.24804
H -1.30628 -4.01583 -0.39943
H -2.85857 -4.82514 -0.64899
H -1.94947 -4.06905 -2.82657
H -1.82833 -2.41431 -2.21177
H -3.92275 -2.62790 -3.52857
H -4.38822 -4.05232 -2.57679
H -3.41049 0.49990 0.33270
H -0.88850 0.78989 1.79923
H -1.19057 2.47478 1.32286
H 1.19075 2.53763 0.96756
H 3.16301 1.32739 0.41144
H 3.17455 -1.37537 1.63154
H 4.37771 -0.81122 0.43820
H 6.40951 0.13984 1.24721
H 7.76493 1.04581 3.08006
H 6.73496 2.67837 5.75950
H 8.04212 1.54768 5.40383
H 6.76740 1.10587 6.54972
H 4.36595 0.93768 5.65311
H 3.00810 0.02170 3.81540
*
```

Results
* SMILES: CC(=O)N1c2ccc(S(=O)(=O)N3CCCCC3)cc2C[C@H]1C(=O)NCc1ccc(C)cc1
* Kohn-Sham gap: 9.22 eV